(A)
{
  "formula": "C2H5BrOS",
  "method": "the ωB97M-V functional and the def2-TZVPD basis",
  "symbols": ["C", "C", "O", "Br", "H", "H", "H", "S", "H", "H"],
  "positions_angstrom": [[0.11039, 1.47438, 0.23548], [1.00283, 0.45300, -0.42230], [1.21961, 0.21768, -1.56068], [2.07232, -0.55503, 0.94061], [0.60171, 1.85355, 1.11599], [-0.16501, 2.29759, -0.50462], [-0.83930, 0.86751, 0.55354], [-1.58876, -2.64368, 0.26472], [-1.30266, -2.58243, -1.06484], [-1.11111, -1.38258, 0.44211]],
  "nbo_charge": [-0.734, 0.566, -0.481, -0.116, 0.256, 0.253, 0.255, -0.275, 0.151, 0.124],
  "orbital_gap_ev": 10.39,
  "e_lumo_ev": 0.565,
  "homo_energy_ha": -0.361,
  "smiles": "CC(=O)Br.S"
}

***

(B)
{
  "formula": "C2H5BrOS",
  "method": "the ωB97M-V functional and the def2-TZVPD basis",
  "symbols": ["C", "S", "C", "O", "Br", "H", "H", "H", "H", "H"],
  "positions_angstrom": [[1.51323, -0.62474, -0.51729], [-0.22321, -1.07299, -0.44859], [-0.90554, 0.29476, 0.54470], [-2.19212, 0.24779, 0.87245], [-0.48480, 2.20072, -0.51544], [1.58510, 0.44642, -0.46107], [1.98377, -1.05846, -1.43961], [1.98519, -1.16511, 0.32659], [-0.31750, 0.31458, 1.40207], [-2.94413, 0.41704, 0.23619]],
  "nbo_charge": [-0.765, 0.207, 0.091, -0.697, -0.248, 0.250, 0.244, 0.221, 0.179, 0.518],
  "orbital_gap_ev": 9.25,
  "e_lumo_ev": 0.209,
  "homo_energy_ha": -0.332,
  "smiles": "CS[C@H](O)Br"
}

***

Relative energy of each structure, in kcal/mol: (A) 0.0; (B) 14.0.

***

(A)
{
  "formula": "C2H5BrOS",
  "method": "the ωB97M-V functional and the def2-TZVPD basis",
  "symbols": ["C", "C", "O", "S", "Br", "H", "H", "H", "H", "H"],
  "positions_angstrom": [[-0.40963, 1.27116, -0.47383], [-0.55647, -2.01563, 0.58319], [0.60219, -2.68954, 0.50581], [-0.54000, -0.23331, -1.40019], [-2.16148, -2.90089, 0.27042], [0.62135, 1.20400, -0.11255], [-1.13325, 1.34234, 0.37698], [-0.36791, 2.20163, -1.12100], [-0.61014, -1.24589, 1.45736], [0.64045, -3.29955, -0.15953]],
  "nbo_charge": [-0.794, 0.065, -0.652, -0.109, 0.111, 0.213, 0.212, 0.238, 0.226, 0.491],
  "orbital_gap_ev": [7.45, 7.26],
  "e_lumo_ev": [-0.621, -0.759],
  "homo_energy_ha": [-0.297, -0.295]
}

***

(B)
{
  "formula": "C2H5BrOS",
  "method": "the ωB97M-V functional and the def2-TZVPD basis",
  "symbols": ["C", "C", "O", "S", "Br", "H", "H", "H", "H", "H"],
  "positions_angstrom": [[0.61837, -1.09452, 0.35311], [-0.41543, 1.40916, -0.30492], [-0.99802, 2.52690, -0.22054], [0.18644, 0.56538, 0.99876], [-3.02638, -0.30669, -0.29176], [1.26424, -0.68125, -0.54573], [-0.17597, -1.80928, 0.06908], [1.28147, -1.52286, 1.12961], [-0.26141, 1.27926, -1.38695], [-1.05676, 2.64403, 0.76910]],
  "nbo_charge": [-0.719, 0.176, -0.535, 0.406, -0.836, 0.235, 0.293, 0.246, 0.238, 0.497],
  "orbital_gap_ev": 6.56,
  "e_lumo_ev": -1.236,
  "homo_energy_ha": -0.286
}

***

Relative energy of each structure, in kcal/mol: (A) 14.0; (B) 0.0.

***

(A)
{
  "formula": "C4H10BN",
  "method": "the ωB97M-V functional and the def2-TZVPD basis",
  "symbols": ["B", "C", "C", "C", "C", "N", "H", "H", "H", "H", "H", "H", "H", "H", "H", "H"],
  "positions_angstrom": [[1.38975, -0.32281, 0.76568], [-0.88538, 0.22854, -0.39199], [-1.38845, 0.74176, 0.97233], [0.64729, 0.17320, -0.48481], [1.06641, -0.81517, -1.52371], [-0.90279, -0.18973, 1.94138], [2.12155, -0.43604, 1.65403], [-1.24209, -0.86768, -0.41380], [-1.34060, 0.71672, -1.18115], [-0.92024, 1.73226, 1.33690], [-2.57530, 0.88599, 0.80928], [0.96476, 1.10658, -0.85577], [0.79665, -0.41564, -2.47710], [0.53607, -1.77802, -1.33984], [2.20845, -1.05603, -1.52123], [-0.47608, 0.29607, 2.70980]],
  "nbo_charge": [0.916, -0.373, -0.236, -0.722, -0.592, -0.853, -0.110, 0.204, 0.200, 0.159, 0.177, 0.263, 0.225, 0.215, 0.206, 0.321],
  "orbital_gap_ev": [6.77, 6.77],
  "e_lumo_ev": [-0.538, -0.538],
  "homo_energy_ha": [-0.268, -0.268]
}

***

(B)
{
  "formula": "C4H10BN",
  "method": "the ωB97M-V functional and the def2-TZVPD basis",
  "symbols": ["B", "C", "C", "C", "C", "N", "H", "H", "H", "H", "H", "H", "H", "H", "H", "H"],
  "positions_angstrom": [[-1.23236, -0.21756, 0.04393], [1.69374, -0.97198, 1.05068], [1.89095, 0.36970, 0.35506], [1.05160, 0.54717, -0.92333], [-2.69430, -0.37716, 0.49044], [-0.44219, 0.60054, -0.77154], [0.53516, -0.88228, 1.27078], [2.05645, -1.77198, 0.34396], [1.65134, 1.20583, 1.05154], [2.89827, 0.56599, 0.07683], [1.33534, 1.40154, -1.54219], [1.25791, -0.23432, -1.65885], [-3.27199, -0.86721, -0.27720], [-3.26466, 0.57035, 0.63279], [-2.69458, -1.08876, 1.32828], [-0.77069, 1.15012, -1.47116]],
  "nbo_charge": [0.774, -0.346, -0.493, -0.195, -1.076, -0.901, 0.161, 0.157, 0.200, 0.210, 0.192, 0.183, 0.250, 0.247, 0.255, 0.382],
  "orbital_gap_ev": [8.72, 6.61],
  "e_lumo_ev": [0.313, 0.199],
  "homo_energy_ha": [-0.309, -0.236]
}

***

Relative energy of each structure, in kcal/mol: (A) 27.7; (B) 0.0.

***

(A)
{
  "formula": "C2H4N3P",
  "method": "the ωB97M-V functional and the def2-TZVPD basis",
  "symbols": ["H", "N", "N", "C", "N", "C", "P", "H", "H", "H"],
  "positions_angstrom": [[-1.30382, 3.23382, -0.96945], [-0.44621, 2.69838, -0.93548], [-0.37750, 2.21060, 0.21951], [0.29708, 1.39077, 0.89227], [1.00475, 0.26963, 0.28530], [0.87742, -0.72136, -0.34094], [-0.33804, -1.92944, -0.65491], [0.46880, 1.57953, 1.91631], [-0.26864, -2.02843, 0.67071], [0.55932, -2.91967, -0.88141]],
  "nbo_charge": [0.316, -0.427, -0.158, 0.034, -0.350, 0.034, 0.368, 0.204, -0.007, -0.013],
  "orbital_gap_ev": [7.61, 6.89],
  "e_lumo_ev": [-0.128, -0.278],
  "homo_energy_ha": [-0.284, -0.264],
  "smiles": "[H]/N=N/C=N\\C#[PH2]"
}

***

(B)
{
  "formula": "C2H4N3P",
  "method": "the ωB97M-V functional and the def2-TZVPD basis",
  "symbols": ["C", "C", "N", "N", "N", "P", "H", "H", "H", "H"],
  "positions_angstrom": [[-0.72725, 0.80866, -0.54153], [1.50674, 0.78274, -0.92139], [0.24432, -0.04448, -0.35366], [-0.43081, 1.90583, -1.11369], [0.89802, 1.83123, -1.35680], [-0.52190, -1.66988, 0.37551], [-1.72910, 0.59322, -0.12394], [1.31311, 2.67814, -1.45962], [-0.26309, -2.54092, -0.65416], [-1.70911, -1.35495, -0.05685]],
  "nbo_charge": [0.177, 0.170, -0.666, -0.349, -0.419, 0.579, 0.192, 0.412, -0.031, -0.066],
  "orbital_gap_ev": 9.41,
  "e_lumo_ev": 0.274,
  "homo_energy_ha": -0.336
}

***

Relative energy of each structure, in kcal/mol: (A) 37.5; (B) 0.0.

***

(A)
{
  "formula": "H5NO2P2",
  "method": "the ωB97M-V functional and the def2-TZVPD basis",
  "symbols": ["N", "O", "O", "P", "P", "H", "H", "H", "H", "H"],
  "positions_angstrom": [[0.06894, -0.88833, 1.64575], [1.44707, 1.16407, 0.80756], [0.46444, 0.75104, -1.27929], [-1.09903, 0.61854, -1.59522], [1.53760, -0.42103, 1.09064], [0.01314, -1.74672, 2.16048], [-0.69025, -0.26732, 1.52193], [0.78299, 1.23277, -0.29462], [-1.56986, -0.61105, -1.10149], [-0.95504, 0.16803, -2.95574]],
  "nbo_charge": [-1.158, -1.043, -1.081, 0.634, 1.471, 0.422, 0.429, 0.517, -0.123, -0.068],
  "orbital_gap_ev": 7.16,
  "e_lumo_ev": -1.000,
  "homo_energy_ha": -0.300
}

***

(B)
{
  "formula": "H5NO2P2",
  "method": "the ωB97M-V functional and the def2-TZVPD basis",
  "symbols": ["N", "O", "O", "P", "P", "H", "H", "H", "H", "H"],
  "positions_angstrom": [[0.90137, 0.73461, 0.10925], [-0.14720, -0.58564, -2.27197], [-1.55709, -0.58936, -0.08955], [-0.26770, -3.17567, -0.59906], [-0.38160, -1.21203, -0.98244], [1.72981, 1.20840, 0.04481], [0.77837, 0.22442, 0.96317], [0.11609, 1.34758, 0.09673], [-1.91083, 0.30647, -0.16762], [-0.86478, -2.94642, 0.64368]],
  "nbo_charge": [-1.036, -1.053, -1.024, -0.267, 1.747, 0.382, 0.374, 0.362, 0.517, -0.002],
  "orbital_gap_ev": 8.40,
  "e_lumo_ev": -0.031,
  "homo_energy_ha": -0.310
}

***

Relative energy of each structure, in kcal/mol: (A) 9.2; (B) 0.0.

***

(A)
{
  "formula": "CH4O2P2",
  "method": "the ωB97M-V functional and the def2-TZVPD basis",
  "symbols": ["C", "O", "O", "P", "P", "H", "H", "H", "H"],
  "positions_angstrom": [[0.27090, 0.40149, -0.95657], [1.62125, -0.67173, 1.50116], [-0.77471, -0.09636, 1.41036], [0.44669, -0.54011, 2.34114], [-1.32008, 0.65295, 0.00567], [0.90864, 1.07937, -0.48670], [0.67173, -0.61603, -0.74246], [0.23302, 0.78101, -1.97744], [-2.05744, -0.99058, -1.09517]],
  "nbo_charge": [-0.971, -1.028, -1.154, 1.583, 0.981, 0.219, 0.262, 0.239, -0.132],
  "orbital_gap_ev": 8.81,
  "e_lumo_ev": -0.573,
  "homo_energy_ha": -0.345
}

***

(B)
{
  "formula": "CH4O2P2",
  "method": "the ωB97M-V functional and the def2-TZVPD basis",
  "symbols": ["C", "O", "O", "P", "P", "H", "H", "H", "H"],
  "positions_angstrom": [[1.63151, 0.24365, 0.55675], [-1.96421, -1.27468, -1.01983], [-0.87430, 0.69235, 0.33903], [-2.46741, 0.73788, 0.28512], [0.17190, -0.15039, -0.54291], [1.32140, 0.62392, 1.52663], [2.21080, -0.66823, 0.69298], [2.27760, 0.97226, 0.07071], [-2.30729, -1.17676, -1.90848]],
  "nbo_charge": [-1.025, -1.038, -1.071, 0.963, 1.015, 0.235, 0.233, 0.232, 0.455],
  "orbital_gap_ev": [7.09, 6.04],
  "e_lumo_ev": [-1.281, -1.338],
  "homo_energy_ha": [-0.308, -0.271]
}

***

(C)
{
  "formula": "CH4O2P2",
  "method": "the ωB97M-V functional and the def2-TZVPD basis",
  "symbols": ["C", "O", "O", "P", "P", "H", "H", "H", "H"],
  "positions_angstrom": [[0.34579, 0.14220, -0.39006], [-4.24737, -0.59320, 0.79189], [-2.25976, 0.13607, -0.56565], [-3.79258, 0.46042, -0.08873], [-1.09246, -1.01574, -0.40067], [0.18088, 0.97642, 0.28630], [1.23148, -0.41196, -0.09410], [0.49659, 0.52224, -1.40311], [-1.26756, -1.24751, 1.55264]],
  "nbo_charge": [-0.981, -1.007, -1.144, 1.569, 0.955, 0.239, 0.240, 0.236, -0.107],
  "orbital_gap_ev": 9.02,
  "e_lumo_ev": -0.274,
  "homo_energy_ha": -0.342
}

***

Relative energy of each structure, in kcal/mol: (A) 19.6; (B) 78.1; (C) 0.0.